1.
Molecular formula: CH5NO2P
Method: DFT, ωB97M-V with the def2-TZVPD basis set

Values from the calculation:
Frontier orbital gap   7.7 eV
Relative energy (zero: lowest compared OMol25 entry of this formula, charge and spin)   5.360 eV
E_LUMO   4.49 eV
Total charge   -1
SMILES   CP([O-])ON
Highest occupied orbital energy   -3.25 eV

XYZ file:
```
10
CH5NO2P | the Open Molecules 2025 dataset | ωB97M-V with the def2-TZVPD basis set
C 0.082 -1.023 -1.103
N -0.654 1.477 1.175
O 1.220 -0.160 1.493
O -0.003 1.499 -0.102
P 1.141 0.390 -0.362
H -0.281 -1.491 -0.178
H 0.578 -1.756 -1.616
H -0.775 -0.658 -1.708
H -1.450 0.869 0.853
H 0.143 0.854 1.548
```

***

2.
Molecular formula: C53H53BrO6S3Sn
Method: DFT, ωB97M-V with the def2-TZVPD basis set

Values from the calculation:
Frontier orbital gap   7.9 eV
E_LUMO   0.26 eV
Highest occupied orbital energy   -7.59 eV

XYZ file:
```
117
C53H53BrO6S3Sn | the Open Molecules 2025 dataset | ωB97M-V with the def2-TZVPD basis set
Sn 1.846 0.224 -1.078
C -2.669 -2.223 4.076
C -1.404 -2.919 3.628
C -1.149 -4.007 4.722
O -1.516 -3.517 2.309
C -0.710 -2.797 1.394
C 0.374 -2.150 2.307
O -0.226 -2.069 3.617
C 1.021 -0.787 1.968
O 0.910 -0.657 0.538
C 2.496 -0.779 2.324
C 3.136 0.266 2.957
C 4.480 0.293 3.256
C 5.260 -0.764 2.961
C 4.651 -1.888 2.357
C 3.270 -1.883 2.015
C 0.163 0.366 2.678
C 0.389 0.630 4.043
C -0.390 1.616 4.656
C -1.389 2.310 3.961
C -1.612 2.042 2.616
C -0.840 1.096 1.987
C -0.454 -3.794 0.202
O 0.002 -3.002 -0.899
C 0.579 -4.852 0.613
C 1.900 -4.672 0.232
C 2.793 -5.780 0.220
C 2.387 -6.937 0.840
C 1.111 -7.056 1.371
C 0.204 -6.045 1.239
C -1.766 -4.402 -0.367
C -1.753 -5.534 -1.231
C -2.897 -6.011 -1.844
C -4.169 -5.446 -1.477
C -4.186 -4.264 -0.740
C -3.003 -3.784 -0.203
H -3.594 -2.851 3.874
H -2.814 -1.305 3.506
H -2.666 -2.047 5.172
H -2.041 -4.629 4.808
H -1.001 -3.492 5.651
H -0.253 -4.530 4.439
H -1.368 -2.019 0.929
H 1.134 -2.932 2.451
H 2.437 1.059 3.332
H 4.815 1.188 3.795
H 6.345 -0.750 3.109
H 5.202 -2.785 2.097
H 2.798 -2.853 1.865
H 1.188 0.093 4.588
H -0.081 1.993 5.613
H -2.061 2.963 4.463
H -2.352 2.623 2.084
H -1.036 0.966 0.926
H 2.302 -3.692 -0.034
H 3.776 -5.710 -0.311
H 3.111 -7.734 0.874
H 0.696 -8.051 1.741
H -0.813 -6.188 1.636
H -0.820 -6.075 -1.306
H -2.778 -6.802 -2.594
H -5.082 -5.847 -1.829
H -5.102 -3.669 -0.594
H -3.128 -2.825 0.380
Br 4.283 0.834 -0.469
C -4.372 2.180 -2.761
S -2.808 1.553 -3.423
C -2.953 1.998 -5.170
O -1.708 2.364 -2.822
H -4.618 3.215 -3.115
H -4.172 2.124 -1.685
H -5.235 1.524 -2.994
H -2.496 3.007 -5.267
H -4.017 2.014 -5.484
H -2.351 1.234 -5.700
S 0.443 -3.414 -2.465
C -0.814 -3.097 -3.615
C -0.739 -3.750 -4.853
C -1.832 -3.700 -5.690
C -2.973 -2.926 -5.428
C -3.064 -2.250 -4.184
C -1.992 -2.405 -3.268
H 0.176 -4.311 -5.080
H -1.817 -4.364 -6.502
H -3.743 -2.919 -6.167
H -3.970 -1.683 -3.823
H -2.094 -2.025 -2.257
O 1.077 2.244 -0.715
S 1.645 3.640 -1.012
C 2.006 4.125 0.841
C 2.467 5.494 1.197
C 1.703 6.294 2.111
C 2.073 7.601 2.387
C 3.202 8.095 1.767
C 4.056 7.295 0.969
C 3.650 6.025 0.664
C 0.141 4.623 -1.374
C 0.457 5.572 -2.485
C -0.145 5.398 -3.770
C 0.139 6.253 -4.779
C 1.111 7.251 -4.584
C 1.769 7.360 -3.340
C 1.400 6.511 -2.315
H 2.662 3.351 1.100
H 1.080 3.984 1.363
H 0.878 5.787 2.623
H 1.423 8.263 2.903
H 3.383 9.150 1.834
H 5.031 7.637 0.565
H 4.275 5.460 -0.016
H -0.206 5.158 -0.430
H -0.672 3.947 -1.715
H -0.866 4.598 -3.839
H -0.364 6.134 -5.745
H 1.375 7.913 -5.383
H 2.532 8.144 -3.128
H 1.928 6.567 -1.384
```